Molecular formula: C43H124O19
Method: DFT, wB97M-V/def2-TZVPD

CARTESIAN COORDINATES (ANGSTROEM)
C  -5.39045  3.44067  0.27352
C  -6.37567  2.24710  0.28862
O  -6.38805  1.61442  -0.98887
H  -5.51850  3.98195  1.21092
H  -5.63688  4.12341  -0.53964
H  -4.38668  3.05079  0.10459
H  -7.36505  2.67211  0.45767
H  -6.14988  1.56263  1.10631
H  -7.06533  0.93668  -0.92912
C  -0.65732  0.20348  4.70195
C  -0.32223  1.51439  4.10899
O  -0.81687  1.54744  2.80357
H  -1.71384  -0.01504  4.54668
H  -0.50609  0.18181  5.78119
H  -0.10750  -0.61724  4.24130
H  0.76169  1.62543  4.13907
H  -0.77002  2.27608  4.74728
H  -0.28471  0.94395  2.27993
C  2.52937  -2.27960  -4.72842
C  3.97527  -2.07067  -5.10781
O  4.00393  -0.97204  -5.97966
H  2.22171  -1.56164  -3.96817
H  2.29364  -3.24899  -4.28931
H  1.88429  -2.11507  -5.59150
H  4.33398  -2.94258  -5.65480
H  4.60850  -1.97439  -4.22586
H  4.84231  -0.52300  -5.84902
C  2.60290  3.72051  2.88609
C  3.10842  4.82108  1.90493
O  4.34701  4.40721  1.47820
H  1.63700  4.01429  3.29696
H  3.21213  3.67406  3.78874
H  2.54817  2.74168  2.40966
H  3.27324  5.82647  2.29239
H  2.51051  4.86768  0.99475
H  4.66816  4.88558  0.71032
C  -0.82770  6.24140  2.49471
C  -1.71937  5.01329  2.49860
O  -3.07558  5.45243  2.41441
H  -1.12836  7.06087  3.14753
H  -0.65030  6.62055  1.48830
H  0.18246  5.92945  2.75996
H  -1.68162  4.41553  3.40929
H  -1.46973  4.39633  1.63539
H  -3.55632  4.62542  2.49532
C  -4.02541  0.48722  -3.75638
C  -3.73753  1.81935  -3.03712
O  -2.48645  2.39874  -3.45629
H  -4.11725  0.74902  -4.81048
H  -4.89517  -0.02486  -3.34481
H  -3.15691  -0.13965  -3.55425
H  -3.66122  1.57025  -1.97872
H  -4.53655  2.53104  -3.24488
H  -2.37153  3.32488  -3.23118
C  0.58763  3.66370  -1.78439
C  -0.62958  4.18100  -1.01008
O  -1.59676  4.85259  -1.77151
H  1.08834  4.50292  -2.26720
H  0.26394  3.13487  -2.68086
H  1.35359  3.13107  -1.22074
H  -0.27837  4.84549  -0.22064
H  -1.09043  3.29337  -0.57671
H  -1.16826  5.49124  -2.34606
C  -4.55154  2.91866  4.62919
C  -4.10074  1.79135  3.71714
O  -3.33551  2.37414  2.68397
H  -4.89001  2.50543  5.57933
H  -5.29499  3.50647  4.09080
H  -3.68355  3.52035  4.89874
H  -4.84679  1.13939  3.26276
H  -3.48517  1.06099  4.24224
H  -2.43094  2.06336  2.76623
C  4.43652  2.10006  -2.74407
C  5.83908  1.94205  -2.15658
O  6.65060  1.10460  -2.96066
H  4.41544  2.79567  -3.58299
H  3.76887  2.58172  -2.02969
H  3.98197  1.20047  -3.15908
H  5.77679  1.41874  -1.20245
H  6.29795  2.92608  -2.06058
H  7.42422  0.94379  -2.41546
C  1.62041  -2.87830  3.31677
C  1.86543  -3.44428  1.92343
O  1.14894  -2.70957  0.89183
H  2.24373  -3.34215  4.08124
H  0.56682  -2.88177  3.59610
H  1.96449  -1.84683  3.24070
H  1.56247  -4.49133  1.92300
H  2.92036  -3.38397  1.65589
H  1.20332  -3.17879  0.05608
C  -1.34833  -3.93024  -1.30084
C  -0.06043  -3.87366  -2.14490
O  1.00619  -4.23192  -1.26788
H  -1.49440  -3.16127  -0.54225
H  -1.43349  -4.94261  -0.90592
H  -2.13341  -3.96390  -2.05623
H  0.02297  -2.94447  -2.70861
H  -0.13574  -4.58639  -2.96615
H  1.16182  -5.17916  -1.27892
C  -1.25963  -2.22287  -5.31240
C  -0.88705  -0.85355  -5.78867
O  -0.22337  -0.98886  -7.04812
H  -1.94297  -2.73215  -5.99194
H  -1.82673  -2.21338  -4.38159
H  -0.37607  -2.84877  -5.18723
H  -0.14962  -0.34970  -5.16382
H  -1.74522  -0.18460  -5.85312
H  0.54496  -0.41818  -7.12292
C  5.57482  -1.33305  -0.42348
C  5.47983  -2.80570  -0.36855
O  6.74140  -3.41488  -0.65715
H  5.66563  -1.07250  -1.47798
H  6.36599  -0.93911  0.21446
H  4.59749  -0.89838  -0.21377
H  4.65935  -3.13280  -1.00724
H  5.25703  -3.05006  0.67008
H  6.68438  -3.64482  -1.58746
C  -2.19507  -2.86384  2.30523
C  -3.04266  -1.65165  2.09181
O  -4.37487  -2.03500  2.27242
H  -2.14047  -3.19564  3.34207
H  -1.17620  -2.61839  2.00562
H  -2.60765  -3.70293  1.74505
H  -2.92044  -1.24232  1.08901
H  -2.87146  -0.75210  2.68308
H  -4.47706  -2.57761  1.48710
C  1.70883  0.22372  -0.68042
C  0.44292  0.56572  0.14941
C  -0.90007  0.18628  -0.50040
O  0.44741  -0.22419  1.30712
H  1.80658  -0.85411  -0.81016
H  2.65659  0.52476  -0.23408
H  1.64322  0.55066  -1.71816
H  0.45768  1.62782  0.39401
H  -1.68885  0.48716  0.18909
H  -0.91748  -0.89774  -0.61314
H  -1.08718  0.69650  -1.44526
H  0.70655  -1.13426  1.14519
C  3.37220  -0.05847  4.49138
C  4.52504  -0.50430  3.66201
C  5.11953  0.61760  2.80778
O  5.40713  -1.07272  4.51491
H  3.64928  0.80684  5.09351
H  3.05529  -0.91822  5.08171
H  2.56027  0.18569  3.80636
H  4.18534  -1.23414  2.92713
H  4.50548  0.85977  1.94037
H  6.14269  0.46676  2.46356
H  5.15668  1.56462  3.34617
H  6.26937  -1.09262  4.09332
C  -0.80820  -5.76987  4.54395
C  -0.49161  -5.47690  6.04462
C  0.87613  -5.01559  6.40741
O  -1.41198  -4.49822  6.58986
H  -0.29335  -6.65690  4.17489
H  -0.53646  -4.97700  3.84709
H  -1.88754  -5.89215  4.45344
H  -0.65334  -6.44195  6.52486
H  1.04070  -4.68985  7.43450
H  1.29672  -4.32704  5.67455
H  1.61123  -5.81914  6.36227
H  -2.29966  -4.86346  6.60466
C  -5.32330  -1.77071  -1.03291
C  -6.10354  -2.87680  -0.31196
C  -7.09176  -3.52361  -1.28593
O  -5.06038  -3.71129  0.12688
H  -4.72471  -1.24184  -0.29123
H  -5.98666  -1.02110  -1.46436
H  -4.68423  -2.07698  -1.86109
H  -6.60166  -2.39578  0.52982
H  -6.64311  -4.09636  -2.09758
H  -7.71501  -2.76246  -1.75530
H  -7.83267  -4.11251  -0.74525
H  -5.41199  -4.59945  0.03130
C  1.11670  2.16385  -5.18057
C  1.82934  2.11057  -6.49914
C  3.29681  2.67898  -6.37899
O  1.89819  0.73415  -6.85138
H  0.04289  1.97766  -5.19946
H  1.23201  3.17346  -4.78625
H  1.55077  1.45649  -4.47395
H  1.25753  2.62798  -7.26947
H  3.86283  2.28432  -5.53520
H  3.23824  3.75762  -6.23341
H  3.95945  2.54985  -7.23475
H  2.69584  0.42167  -6.41812

Calculated values
Total energy: -3142.04815 hartree
Relative energy (zero: lowest compared OMol25 entry of this formula, charge and spin): 168.55 kJ/mol
HOMO energy: -0.34399 Ha
Gap between HOMO and LUMO: 9.5 eV



Molecular formula: C25H44AsIrN4O2S2Si3
Method: DFT, wB97M-V/def2-TZVPD

CARTESIAN COORDINATES (ANGSTROEM)
Ir  -0.35523  0.43961  0.94888
N  2.94843  0.64788  0.33536
C  2.33182  1.78461  0.60886
N  1.05640  1.99938  0.68206
C  0.74723  3.38342  0.90498
C  1.96800  4.12964  1.14290
S  3.32233  3.26734  0.86784
C  -1.43628  3.25455  1.67616
C  -2.48035  4.07115  1.81306
S  -3.92713  3.22187  1.39651
C  -3.01240  1.81671  1.03371
N  -1.70170  1.95426  1.24574
N  -3.57894  0.69946  0.57473
H  2.41075  -0.18523  0.12931
H  3.95439  0.57249  0.29989
H  1.97568  5.17733  1.42188
H  -2.49115  5.10354  2.11890
H  -4.57660  0.63193  0.45416
H  -3.01982  -0.12106  0.41678
C  2.64854  2.27461  -5.44272
C  2.00468  2.74433  -4.17219
C  2.42743  3.90109  -3.53372
C  1.82139  4.36989  -2.37139
C  2.19908  5.73294  -1.85140
C  0.79162  3.59930  -1.80826
C  0.31845  2.43810  -2.44491
C  -0.88514  1.67943  -1.95945
C  0.92893  2.04286  -3.62061
C  0.19726  4.12659  -0.55771
O  -0.51925  5.03793  -0.35035
O  -0.13675  3.55845  1.96075
H  3.31765  3.02693  -5.85354
H  1.89518  2.03806  -6.19389
H  3.22902  1.36728  -5.26551
H  3.22184  4.48994  -3.97694
H  3.19600  6.01527  -2.18294
H  2.16924  5.82708  -0.76460
H  1.49836  6.47889  -2.23198
H  -1.66769  2.32689  -1.56262
H  -0.61380  0.94206  -1.16695
H  -1.31526  1.08347  -2.76233
H  0.53812  1.18117  -4.15058
C  -2.56928  -4.77532  1.58720
Si  -2.72284  -2.95323  1.32607
C  -3.66490  -2.61544  -0.24793
C  -3.34803  -2.07818  2.84030
As  -0.44876  -2.02837  0.96149
Si  0.73137  -2.47362  3.02720
C  0.13445  -1.09376  4.13004
C  2.54426  -2.31105  2.63242
C  0.33242  -4.16562  3.66545
Si  0.37473  -3.02070  -1.09624
C  0.25162  -4.85611  -0.88658
C  2.13222  -2.41309  -1.26192
C  -0.63885  -2.33142  -2.49193
H  -3.58433  -5.15007  1.76075
H  -1.97357  -5.03959  2.45802
H  -2.17469  -5.30010  0.71850
H  -4.73346  -2.73404  -0.04312
H  -3.40618  -3.37304  -0.99003
H  -3.51438  -1.64532  -0.72044
H  -4.42671  -2.24390  2.92053
H  -3.16613  -1.00483  2.84858
H  -2.89749  -2.50720  3.73742
H  0.28869  -0.09967  3.69171
H  0.69964  -1.11802  5.06642
H  -0.92133  -1.19360  4.38372
H  2.78758  -1.34521  2.18651
H  2.89662  -3.10889  1.97717
H  3.11109  -2.38647  3.56464
H  -0.65908  -4.21358  4.11719
H  1.05301  -4.41809  4.44857
H  0.40893  -4.93549  2.89653
H  0.57702  -5.19452  0.09831
H  0.89531  -5.33791  -1.62761
H  -0.76329  -5.21506  -1.06128
H  2.77187  -2.65645  -0.41324
H  2.13858  -1.33335  -1.45179
H  2.57627  -2.87865  -2.14659
H  -1.70881  -2.50476  -2.38853
H  -0.31899  -2.81783  -3.41805
H  -0.46494  -1.25991  -2.60729

Calculated values
Total energy: -5352.58743 hartree
Relative energy (zero: lowest compared OMol25 entry of this formula, charge and spin): 279.37 kJ/mol
<S²>: 0.75
Net charge: +3
HOMO energy (spin up / spin down): -0.61262 / -0.61236 Ha
Spin multiplicity: 2
Gap between HOMO and LUMO (spin up / spin down): 5.7 / 5.7 eV



Molecular formula: C16H33FN2O7P
Method: DFT, wB97M-V/def2-TZVPD

CARTESIAN COORDINATES (ANGSTROEM)
O  -2.50915  -3.66374  2.89381
P  -2.51897  -2.21098  3.55753
O  -1.03101  -1.82755  4.00568
N  -2.95485  -1.04386  2.11546
O  -2.56540  0.20042  2.57578
C  -2.24813  -1.36090  0.82646
C  -0.75765  -1.65158  0.96950
C  -0.21018  -1.95469  -0.44288
F  0.34800  -3.20502  -0.50273
C  -4.43373  -1.12922  1.83648
C  -5.15628  0.01134  1.80190
C  -6.49246  -0.11902  1.50226
C  -7.00152  -1.36427  1.25347
C  -6.15195  -2.42591  1.34053
N  -4.86181  -2.33519  1.61627
H  -2.83575  -4.25251  3.59158
H  -1.06032  -1.12807  4.67321
H  -2.50783  0.81664  1.82833
H  -2.70302  -2.20281  0.31088
H  -2.34938  -0.51170  0.14048
H  -0.53875  -2.54373  1.55800
H  -0.18848  -0.80432  1.34802
H  0.49453  -1.19460  -0.78129
H  -1.04469  -1.94855  -1.15394
H  -4.77868  1.00350  1.98262
H  -7.12310  0.75475  1.45456
H  -8.04783  -1.44523  1.00470
H  -6.55243  -3.41821  1.16521
C  6.51403  0.01807  0.64032
O  5.88840  -1.23569  0.86141
C  4.68213  -1.13478  1.59680
C  3.47596  -1.27788  0.69547
O  3.32627  -0.17041  -0.18075
C  3.73765  -0.44067  -1.51091
H  7.33847  -0.14001  -0.05232
H  5.82139  0.74210  0.20352
H  6.91624  0.41398  1.57813
H  4.63876  -0.19284  2.15208
H  4.67753  -1.95557  2.32143
H  2.57101  -1.30365  1.31512
H  3.52787  -2.21317  0.13070
H  3.03573  -1.13452  -1.98798
H  4.74583  -0.85718  -1.55424
H  3.72437  0.50048  -2.05843
C  -0.53158  1.93572  -3.65344
O  -0.26528  2.37785  -2.33227
C  1.09700  2.20230  -1.95472
C  1.86144  3.50629  -1.99371
O  2.02016  3.97182  -3.32358
C  1.14521  5.03930  -3.64946
H  -1.54396  2.24379  -3.91064
H  0.16256  2.37689  -4.37163
H  -0.47235  0.84280  -3.71065
H  1.58024  1.45297  -2.58784
H  1.09746  1.82543  -0.92604
H  2.86521  3.33669  -1.59060
H  1.37003  4.25965  -1.37092
H  1.44067  5.94947  -3.11794
H  0.10709  4.79615  -3.40897
H  1.22526  5.21964  -4.71980

Calculated values
Total energy: -1706.49404 hartree
Net charge: +1
HOMO energy: -0.40863 Ha
Gap between HOMO and LUMO: 8.3 eV



> Among the records above, which one has the lowest total energy?

C25H44AsIrN4O2S2Si3